ORCA calculation (ωB97M-V with the def2-TZVPD basis set) on C9H10N2S in the gas phase.

The value obtained for the maximum force is 4.93 eV/Å. As for the energy above the lowest of the compared OMol25 structures with the same formula, charge and spin: 2.196 eV. The total energy is -23308.5648 eV. The charge is 0. Its SMILES is N#C[C@H]1C[C@@H]2C[C@H]1C[C@@H]2N=C=S. The HOMO-LUMO gap comes out at 9.581 eV.

XYZ file:
```
22
Properties=species:S:1:pos:R:3:lowdin_charge:R:1
N 3.12 1.85 0.14 0.15
C 1.99 1.67 0.07 -0.20
C 0.50 1.65 -0.01 -0.20
C 0.06 0.69 -1.16 -0.12
C -0.96 -0.26 -0.58 -0.28
C -1.63 0.55 0.43 -0.16
C -0.41 1.00 1.16 -0.22
C 0.23 -0.43 1.45 -0.08
C -0.10 -1.34 0.22 -0.22
N 1.03 -1.79 -0.66 0.06
C 0.74 -2.82 -1.33 -0.81
S 0.65 -4.07 -2.20 0.79
H 0.26 2.71 -0.33 0.16
H -0.44 1.23 -1.95 0.11
H 0.84 0.09 -1.75 0.14
H -1.65 -0.73 -1.20 0.13
H -1.93 1.50 0.02 0.13
H -2.37 0.17 1.16 0.15
H -0.48 1.63 2.10 0.16
H 1.31 -0.38 1.57 0.11
H -0.18 -0.66 2.44 0.11
H -0.58 -2.28 0.42 0.12
```